*a*
ORCA calculation (ωB97M-V/def2-TZVPD) on 2 unconnected molecules or ions with the total composition C3H8O3S.

Each line ends with the natural charge from an NBO analysis.
Positions of all 15 atoms, in Å:
O1 -2.47 -0.79 -0.77  -0.578
C1 -1.46 -0.43 -0.23  0.793
O2 -1.46 0.00 1.06  -0.691
C2 -0.09 -0.31 -0.83  -0.519
C3 0.98 -1.10 -0.09  -0.509
S1 2.59 -1.00 -0.92  -0.028
H1 -2.39 0.01 1.34  0.496
H2 0.16 0.75 -0.90  0.239
H3 -0.14 -0.64 -1.87  0.228
H4 1.12 -0.66 0.89  0.235
H5 0.69 -2.14 0.01  0.217
H6 2.15 -0.74 -2.16  0.115
H7 -0.02 4.21 2.04  0.469
H8 -1.33 3.51 1.64  0.469
O3 -0.72 3.65 2.37  -0.938

Results
Charge: 0
Spin multiplicity: 1
HOMO level, eV: -9.372

---

*b*
ORCA calculation (ωB97M-V/def2-TZVPD) on 2 unconnected molecules or ions with the total composition C3H8O3S.

Each line ends with the natural charge from an NBO analysis.
Positions of all 15 atoms, in Å:
O1 -4.12 -0.06 -2.62  -0.936
H1 -3.44 -0.69 -2.29  0.467
H2 -4.29 0.54 -1.86  0.471
O2 1.83 1.03 2.55  -0.596
O3 2.23 -0.52 0.96  -0.517
S1 0.81 0.61 -1.53  -0.032
C1 2.61 0.40 1.84  0.643
C2 0.81 -0.90 0.81  -0.081
C3 0.05 0.29 0.07  -0.565
H3 -0.34 0.50 -2.22  0.123
H4 3.71 0.52 1.88  0.139
H5 0.84 -1.86 0.26  0.214
H6 0.30 -1.08 1.77  0.204
H7 -0.04 1.28 0.57  0.248
H8 -0.97 -0.06 -0.17  0.220

Results
Charge: 0
Spin multiplicity: 1
HOMO level, eV: -9.311

---

Order from most stable to least stable according to the calculation: *a*, *b*